No. 1
Density functional theory data (ωB97M-V with the def2-TZVPD basis set) for a 4-piece molecular cluster, C29H39NO7P overall.

Each line ends with the Mulliken charge.
Geometry (Å):
C: -1.992 0.904 1.008  -0.35
O: -1.119 -0.137 1.432  -0.37
C: -1.210 -1.254 0.544  -0.88
C: 0.086 -1.230 -0.331  0.23
C: -0.065 -2.044 -1.653  -0.84
C: -0.263 -1.162 -2.921  -0.74
P: 1.319 -0.439 -3.614  0.29
C: 1.856 1.104 -2.751  -0.54
C: 0.999 2.276 -3.367  -0.57
N: 0.797 3.361 -2.403  -0.64
C: 2.633 -1.741 -3.790  -1.25
C: 3.832 -1.639 -2.791  0.72
C: 3.449 -1.503 -1.296  -1.52
C: 4.883 -0.544 -3.208  -1.28
H: -3.030 0.505 1.044  0.04
H: -1.935 1.716 1.751  0.30
H: -1.751 1.307 0.007  0.20
H: -1.233 -2.141 1.200  0.30
H: -2.124 -1.164 -0.069  0.48
H: 0.222 -0.167 -0.607  -0.26
H: 0.899 -1.579 0.320  0.28
H: 0.751 -2.753 -1.858  0.34
H: -0.983 -2.654 -1.554  0.53
H: -0.674 -1.813 -3.718  0.48
H: -1.016 -0.366 -2.775  0.39
H: 0.978 -0.048 -4.943  0.19
H: 2.918 1.353 -2.876  0.51
H: 1.599 1.069 -1.677  0.31
H: 1.600 2.665 -4.214  0.39
H: 0.023 1.933 -3.751  0.24
H: 1.538 3.399 -1.713  0.24
H: 0.837 4.251 -2.884  0.26
H: 2.210 -2.760 -3.744  0.48
H: 3.048 -1.640 -4.810  0.56
H: 4.376 -2.597 -2.876  0.58
H: 3.146 -0.491 -0.990  0.25
H: 2.703 -2.240 -0.963  0.34
H: 4.364 -1.733 -0.719  0.53
H: 5.856 -1.043 -3.370  0.34
H: 4.629 -0.079 -4.177  0.41
H: 5.055 0.192 -2.407  0.04
C: 8.932 2.171 -2.346  -0.39
C: 7.707 1.983 -1.858  -0.19
C: 7.452 0.998 -0.784  0.54
O: 6.332 0.825 -0.340  -0.59
C: 8.607 0.231 -0.269  -0.46
C: 9.833 0.418 -0.756  -0.36
C: 10.090 1.403 -1.831  0.30
O: 11.203 1.575 -2.274  -0.52
H: 9.140 2.886 -3.132  0.41
H: 6.850 2.537 -2.221  0.41
H: 8.400 -0.483 0.517  0.43
H: 10.690 -0.135 -0.393  0.41
C: -7.506 0.277 -0.277  -0.43
C: -8.028 1.309 0.383  -0.39
C: -7.555 1.672 1.738  0.10
O: -8.032 2.610 2.339  -0.53
C: -6.477 0.847 2.332  -0.31
C: -5.957 -0.186 1.670  -0.26
C: -6.430 -0.549 0.316  0.42
O: -5.950 -1.488 -0.288  -0.59
H: -7.838 -0.005 -1.268  0.42
H: -8.815 1.924 -0.035  0.43
H: -6.140 1.128 3.326  0.64
H: -5.169 -0.803 2.086  0.51
C: -7.006 -0.550 5.912  -0.27
C: -7.033 -1.687 6.606  -0.33
C: -5.908 -2.075 7.487  0.33
O: -5.931 -3.110 8.117  -0.53
C: -4.752 -1.153 7.568  -0.34
C: -4.725 -0.016 6.873  -0.45
C: -5.850 0.371 5.994  0.47
O: -5.827 1.409 5.360  -0.61
H: -7.818 -0.249 5.263  0.47
H: -7.869 -2.373 6.561  0.42
H: -3.940 -1.453 8.217  0.41
H: -3.890 0.670 6.919  0.43

Results
- E_tot: -55806.181 eV
- Maximum force: 1.4 eV Å⁻¹
- E_HOMO: -11.62 eV
- Charge: +1

=====

No. 2
Density functional theory data (ωB97M-V with the def2-TZVPD basis set) for one molecule with the formula C4H8O2.

Each line ends with the Mulliken charge.
Geometry (Å):
C: -0.082 -0.149 2.097  -0.72
O: -0.433 -0.669 0.840  -0.38
C: -0.290 0.306 -0.177  0.41
C: 1.102 0.735 -0.569  -0.64
O: 0.687 -0.433 -2.155  -0.47
C: -0.612 -0.344 -1.518  -0.55
H: 0.971 0.178 2.126  0.30
H: -0.714 0.712 2.368  0.30
H: -0.221 -0.943 2.833  0.26
H: -0.920 1.178 0.066  0.35
H: 1.844 0.090 -0.072  0.16
H: 0.959 0.497 -2.323  0.45
H: -0.970 -1.364 -1.369  0.30
H: -1.320 0.206 -2.147  0.22

Results
- E_tot: -8367.678 eV
- Maximum force: 0.4 eV Å⁻¹
- E_HOMO: -8.76 eV
- Charge: 0
- Relative energy (zero: lowest compared OMol25 entry of this formula, charge and spin): 540.69 kJ/mol

=====

No. 3
Density functional theory data (ωB97M-V with the def2-TZVPD basis set) for C9H6N2O4Rh as an isolated structure.

Each line ends with the Mulliken spin population.
Geometry (Å):
Rh: -0.013 -0.788 -2.005  2.54
O: -2.765 4.496 -1.662  0.00
C: -1.949 3.773 -1.320  0.00
C: 1.679 -1.673 -2.110  0.04
O: 2.700 -2.229 -2.202  0.09
C: -1.864 -1.170 -1.777  0.06
O: -2.972 -1.484 -1.650  0.09
C: -0.142 -0.190 -3.761  -0.06
O: -0.243 0.194 -4.852  0.08
N: -0.101 -2.166 0.840  0.32
C: 0.234 -0.897 1.222  0.13
C: 0.515 -0.632 2.586  0.20
C: 0.806 0.678 2.974  -0.05
C: 0.842 1.655 1.973  0.20
C: 0.633 1.302 0.639  0.22
N: 0.338 0.026 0.259  0.14
H: -0.501 -2.309 -0.087  -0.02
H: -0.373 -2.791 1.586  -0.01
H: 0.460 -1.482 3.267  0.00
H: 0.984 0.907 4.022  0.00
H: 1.035 2.701 2.199  0.00
H: 0.697 2.079 -0.139  0.01

Results
- E_tot: -23570.722 eV
- Maximum force: 10.5 eV Å⁻¹
- E_HOMO (alpha / beta): -21.36 / -21.36 eV
- Charge: +3
- Relative energy (zero: lowest compared OMol25 entry of this formula, charge and spin): 0.00 kJ/mol
- Spin multiplicity: 5